This record from the OMol25 dataset describes the ion C5H9N2O2 with charge +1 at a distorted geometry. The level of theory is wB97M-V/def2-TZVPD.

Each line ends with the Löwdin charge.
CARTESIAN COORDINATES (ANGSTROEM)
1 C -1.559 -0.326 -1.471  -0.123
2 C -1.120 -1.590 -2.115  -0.395
3 C -2.384 0.659 -1.759  0.166
4 C 0.647 0.062 0.095  -0.293
5 C -0.632 -0.724 -0.308  -0.187
6 N 0.523 0.969 1.146  0.102
7 N 1.617 -1.079 0.538  0.229
8 O -1.305 -2.203 -3.101  0.220
9 O -0.261 -1.902 -1.050  0.031
10 H -2.539 1.504 -1.109  0.087
11 H -2.937 0.641 -2.685  0.098
12 H 1.115 0.495 -0.795  0.176
13 H -1.191 -1.002 0.595  0.167
14 H 0.791 1.922 0.969  0.109
15 H -0.302 0.896 1.720  0.105
16 H 2.571 -0.734 0.682  0.174
17 H 1.578 -1.810 -0.193  0.159
18 H 1.282 -1.485 1.423  0.175

Results
* energy above the lowest of the compared OMol25 structures with the same formula, charge and spin: 235.5 kJ/mol
* LUMO level: -3.425 eV
* total charge: +1
* molar mass: 129.139 g mol⁻¹
* spin multiplicity: 1
* energy: -455.6370 a.u.
* gap between HOMO and LUMO: 11.116 eV